(1)
The following is a quantum chemistry calculation of a structure of composition C11H32FeN4O5 at a distorted geometry, from the Open Molecules 2025 dataset.

Each line ends with the Löwdin charge.
Element x y z (Å)
O: 3.82521 2.09927 -3.29419  -0.068
H: 3.28474 2.90850 -3.37628  0.046
Fe: 0.26074 0.37969 0.23618  0.908
N: -1.24632 -0.33188 -0.69766  -0.116
N: 1.08729 -0.70944 -1.31910  -0.123
O: -2.57544 -0.10705 -0.31190  -0.050
O: 2.33098 -0.90625 -1.52344  -0.099
C: -1.12224 -0.94774 -1.90459  -0.240
C: 0.21280 -1.16814 -2.28104  -0.264
C: -2.30537 -1.32675 -2.71850  0.001
C: 0.66030 -1.82282 -3.53183  -0.019
H: -3.00421 -0.47785 -2.85946  0.116
H: -2.84426 -2.18187 -2.26301  0.118
H: -1.97096 -1.65158 -3.71720  0.098
H: 1.72809 -2.07564 -3.50755  0.087
H: 0.46263 -1.18516 -4.40614  0.103
H: 0.08136 -2.74201 -3.68442  0.089
H: -3.06960 -0.74355 -0.87959  0.088
H: 3.57718 1.69730 -2.44078  0.013
O: 0.08755 -3.33576 0.70957  -0.070
H: 0.20555 -4.21868 1.10779  0.077
H: 0.34043 -3.45422 -0.22258  0.057
C: 0.09158 2.11331 0.03676  -0.231
H: 1.03820 2.57153 0.35458  0.043
H: 0.02238 2.12679 -1.07712  0.057
H: -0.77035 2.69063 0.41406  0.031
O: -1.43407 4.91107 -1.04834  -0.067
H: -2.27885 4.72882 -1.48845  0.043
H: -1.63830 5.66974 -0.47669  0.047
C: -1.48945 -0.83766 2.35167  -0.065
N: -0.46796 0.22285 2.23200  -0.316
C: -1.06128 1.54519 2.56450  -0.076
C: 0.67769 -0.06945 3.15957  -0.154
C: 1.98388 0.49534 2.64759  -0.179
N: 2.26942 -0.02441 1.28893  -0.312
C: 3.49309 0.62006 0.78670  -0.069
C: 2.47314 -1.48865 1.30806  -0.079
H: -2.31664 -0.61963 1.67086  0.073
H: -1.84218 -0.85864 3.39326  0.108
H: -1.05688 -1.80718 2.07409  0.073
H: -1.44678 1.51536 3.59417  0.107
H: -0.30314 2.32959 2.46991  0.087
H: -1.87149 1.74886 1.85762  0.092
H: 0.44331 0.38546 4.13507  0.137
H: 0.75342 -1.15766 3.28815  0.124
H: 1.95220 1.59215 2.59619  0.123
H: 2.79489 0.19046 3.33521  0.141
H: 4.33976 0.35122 1.43954  0.107
H: 3.69356 0.27012 -0.22764  0.071
H: 3.38263 1.70770 0.77870  0.091
H: 1.53127 -2.04310 1.40772  0.050
H: 2.91759 -1.77269 0.34751  0.082
H: 3.15401 -1.75898 2.13612  0.110

## Properties
Multiplicity ... 6
Lowest unoccupied orbital energy (alpha / beta) ... -3.444 / -3.994 eV
Gap between HOMO and LUMO (alpha / beta) ... 7.95 / 7.18 eV
Net charge ... +1

---

(2)
The following is a quantum chemistry calculation of a structure of composition C6H9N, from the Open Molecules 2025 dataset.

Each line ends with the Löwdin charge.
Element x y z (Å)
C: 0.04129 -2.25908 0.12845  -0.024
C: 0.61900 -0.90468 -0.09395  -0.354
C: 0.39959 0.42404 0.60968  -0.238
C: 1.42153 0.85892 -0.47344  -0.161
N: 1.45859 -0.53390 -0.99142  0.118
C: -1.59320 1.57437 -0.42983  0.013
C: -1.00533 0.96259 0.59507  -0.144
H: 0.45201 -2.71246 1.03888  0.082
H: 0.27259 -2.90531 -0.72258  0.081
H: -1.04565 -2.19307 0.25101  0.079
H: 0.80552 0.44958 1.62893  0.138
H: 1.06493 1.57820 -1.21667  0.096
H: 2.39161 1.19339 -0.08971  0.106
H: -1.07166 1.77408 -1.36290  0.055
H: -2.62630 1.90562 -0.37406  0.054
H: -1.58451 0.78770 1.50253  0.098

## Properties
Lowest unoccupied orbital energy ... 1.081 eV
Gap between HOMO and LUMO ... 10.53 eV
Net charge ... 0
Relative energy (zero: lowest compared OMol25 entry of this formula, charge and spin) ... 1.991 eV

---

(3)
The following is a quantum chemistry calculation of a structure of composition C50H54O6P2S2, from the Open Molecules 2025 dataset.

Each line ends with the Löwdin charge.
Element x y z (Å)
O: -2.99134 0.88783 0.95496  -0.198
S: -2.48278 1.80992 0.01078  0.594
O: -1.09323 2.07694 -0.10973  -0.210
O: -3.08719 1.46373 -1.41823  -0.177
C: -3.20179 2.71424 -2.11525  -0.217
C: -3.87527 3.60846 -1.06784  -0.719
P: -3.51630 5.40601 -1.42138  0.329
S: -2.21725 6.27308 -0.30171  0.186
P: -5.78028 3.31659 -0.94303  0.870
O: -5.95690 2.00695 -1.89060  -0.253
O: -5.77403 2.55986 0.49795  -0.255
O: -3.23764 3.22291 0.16040  -0.272
H: -2.19592 3.08065 -2.35000  0.129
H: -3.75473 2.57589 -3.03858  0.130
H: -4.80883 5.95805 -1.42778  -0.037
H: -3.23334 5.31605 -2.80013  -0.003
H: -6.45794 2.24750 -2.67514  0.067
H: -5.56878 3.20141 1.19089  0.082
C: 1.87115 3.09149 -0.71190  -0.088
C: 2.73114 4.11756 -1.08159  -0.086
C: 3.96858 3.82153 -1.64003  -0.096
C: 4.34310 2.49926 -1.83523  -0.103
C: 3.48241 1.47378 -1.46737  -0.117
C: 2.24898 1.76915 -0.90430  -0.090
H: 0.91001 3.31660 -0.27290  0.080
H: 2.43656 5.14872 -0.93169  0.101
H: 4.64297 4.62031 -1.92392  0.092
H: 5.30806 2.26867 -2.26965  0.101
H: 3.77745 0.44187 -1.61755  0.090
H: 1.57664 0.97251 -0.60889  0.097
C: 6.87071 1.14346 3.35200  -0.110
C: 6.12485 1.98049 2.53304  -0.100
C: 5.32576 1.44614 1.53092  -0.092
C: 5.27244 0.07028 1.35361  -0.086
C: 6.01722 -0.76861 2.17151  -0.090
C: 6.81915 -0.23196 3.16977  -0.098
H: 7.48814 1.56349 4.13627  0.102
H: 6.15649 3.05237 2.68356  0.105
H: 4.74149 2.09843 0.89495  0.087
H: 4.64555 -0.34783 0.57611  0.079
H: 5.97177 -1.84141 2.03244  0.099
H: 7.40023 -0.88573 3.80780  0.100
C: 2.69909 -2.61129 -1.40550  -0.099
C: 1.85245 -2.23347 -2.43814  -0.095
C: 1.56874 -3.12446 -3.46391  -0.096
C: 2.12989 -4.39412 -3.45413  -0.098
C: 2.97631 -4.77189 -2.42058  -0.097
C: 3.26254 -3.87974 -1.39641  -0.094
H: 2.91901 -1.91653 -0.60361  0.087
H: 1.41238 -1.24375 -2.44176  0.095
H: 0.91042 -2.82924 -4.27092  0.100
H: 1.90735 -5.09022 -4.25274  0.099
H: 3.41250 -5.76257 -2.41286  0.100
H: 3.92328 -4.17333 -0.59071  0.100
C: -6.22732 -0.53235 -0.09128  -0.089
C: -5.84273 -1.85548 -0.25512  -0.089
C: -6.78763 -2.87235 -0.20631  -0.121
C: -8.12634 -2.56830 -0.00226  -0.095
C: -8.51499 -1.24488 0.16196  -0.093
C: -7.56649 -0.23171 0.12289  -0.091
H: -5.49227 0.25427 -0.11259  0.060
H: -4.79866 -2.09595 -0.41768  0.107
H: -6.47978 -3.90373 -0.32659  0.093
H: -8.86309 -3.36113 0.03156  0.102
H: -9.55779 -1.00390 0.32699  0.099
H: -7.87042 0.79771 0.26441  0.091
C: 2.32537 1.75178 7.48911  -0.103
C: 1.49931 1.98059 6.39707  -0.100
C: 2.00176 1.85713 5.10867  -0.092
C: 3.32952 1.50252 4.91116  -0.082
C: 4.15472 1.27258 6.00356  -0.090
C: 3.65347 1.39832 7.29213  -0.099
H: 1.93389 1.84857 8.49388  0.098
H: 0.46311 2.25455 6.55030  0.098
H: 1.35862 2.03746 4.25637  0.100
H: 3.72296 1.40441 3.90727  0.085
H: 5.18875 0.99385 5.84476  0.090
H: 4.29779 1.22042 8.14397  0.098
C: -1.96834 -4.12810 4.15121  -0.100
C: -2.91316 -5.11187 3.89179  -0.102
C: -4.03573 -4.81223 3.13175  -0.096
C: -4.21160 -3.52955 2.63048  -0.090
C: -3.26610 -2.54571 2.88837  -0.085
C: -2.14450 -2.84535 3.64977  -0.093
H: -1.09295 -4.36156 4.74398  0.098
H: -2.77363 -6.11238 4.28143  0.098
H: -4.77397 -5.57833 2.92985  0.099
H: -5.08563 -3.29206 2.03801  0.079
H: -3.40298 -1.54637 2.49280  0.091
H: -1.40728 -2.07864 3.85172  0.100
C: -5.86128 -5.62987 -2.76975  -0.100
C: -7.06775 -5.00351 -3.05177  -0.102
C: -8.10046 -5.72035 -3.64080  -0.094
C: -7.92806 -7.06422 -3.94367  -0.099
C: -6.72214 -7.69058 -3.65980  -0.099
C: -5.68800 -6.97319 -3.07393  -0.096
H: -5.05487 -5.06998 -2.31197  0.100
H: -7.20228 -3.95677 -2.81115  0.091
H: -9.04057 -5.23118 -3.86231  0.100
H: -8.73407 -7.62426 -4.40054  0.099
H: -6.58827 -8.73882 -3.89469  0.099
H: -4.74677 -7.46085 -2.85453  0.100
C: 9.10029 5.97563 -4.39416  -0.099
C: 9.17011 4.60086 -4.21463  -0.098
C: 8.58274 4.01570 -3.10132  -0.097
C: 7.92285 4.80550 -2.16977  -0.104
C: 7.85121 6.18009 -2.35004  -0.099
C: 8.44165 6.76541 -3.46174  -0.098
H: 9.55966 6.43197 -5.26167  0.099
H: 9.68277 3.98525 -4.94265  0.100
H: 8.63957 2.94402 -2.95849  0.100
H: 7.46274 4.34826 -1.30221  0.097
H: 7.33506 6.79506 -1.62364  0.100
H: 8.38867 7.83757 -3.60144  0.099

## Properties
Lowest unoccupied orbital energy ... -0.398 eV
Gap between HOMO and LUMO ... 8.63 eV
Net charge ... 0

---

(4)
The following is a quantum chemistry calculation of a cluster of 2 separate species, C2H10N4 in total at a distorted geometry, from the Open Molecules 2025 dataset.

Each line ends with the Löwdin charge.
Element x y z (Å)
N: 3.75290 -3.22602 -3.49121  -0.027
C: 3.84072 -1.80343 -3.18462  -0.353
N: 4.27288 -1.61564 -1.78924  -0.023
H: 4.67621 -3.62626 -3.56489  0.052
H: 3.23132 -3.68977 -2.76104  0.054
H: 4.66776 -1.36943 -3.73937  0.102
H: 2.85656 -1.39311 -3.38977  0.097
H: 3.59300 -1.32151 -1.10119  0.050
H: 5.04919 -0.98299 -1.65775  0.047
N: -5.23473 3.65260 3.98097  0.054
C: -5.11869 2.30995 3.73751  -0.396
N: -5.91221 1.76400 2.90370  0.037
H: -4.50612 4.11657 4.49694  0.078
H: -5.58617 4.20805 3.21907  0.089
H: -4.15701 1.87303 4.03504  0.109
H: -5.42561 1.10396 2.30583  0.030

## Properties
Lowest unoccupied orbital energy ... 1.052 eV
Gap between HOMO and LUMO ... 10.05 eV
Net charge ... 0
Relative energy (zero: lowest compared OMol25 entry of this formula, charge and spin) ... 1.404 eV

---

(5)
The following is a quantum chemistry calculation of a cluster of 5 separate species, C32H32F33N3O7 in total at a distorted geometry, from the Open Molecules 2025 dataset.

Each line ends with the Löwdin charge.
Element x y z (Å)
C: -0.94364 1.41665 -5.45751  -0.080
C: -1.83617 1.09809 -4.24976  -0.210
C: -1.03437 0.92478 -2.93845  -0.163
C: -1.36231 -0.40612 -2.25546  -0.290
C: -0.58227 -1.53248 -2.94084  -0.010
C: -1.24652 -0.41696 -0.71945  -0.321
C: -2.02131 -1.58791 -0.29418  -0.183
N: -2.57776 -2.58597 -0.01568  0.242
C: -1.94369 0.79701 -0.08427  -0.029
C: -2.25444 0.62734 1.36163  -0.431
O: -3.24731 0.17433 1.85549  0.186
F: -1.24203 1.06937 2.14997  0.093
C: 0.18814 -0.60332 -0.12539  -0.196
C: 0.58684 -1.98064 0.00639  -0.173
N: 0.90578 -3.09982 -0.00780  0.217
C: 1.29107 0.16276 -0.81518  -0.129
O: 1.05884 1.55416 -0.57373  -0.087
N: 1.57893 2.34646 -1.61969  -0.012
O: 1.11515 3.41544 -1.60839  0.080
H: -1.39903 2.18753 -6.06145  0.067
H: 0.04602 1.73218 -5.16418  0.064
H: -0.83240 0.53703 -6.07771  0.071
H: -2.40485 0.19638 -4.40882  0.069
H: -2.51516 1.92576 -4.11903  0.105
H: 0.01234 0.93107 -3.20822  0.078
H: -1.19463 1.79933 -2.32124  0.098
H: -2.40241 -0.60264 -2.46894  0.112
H: -0.47851 -2.42230 -2.33888  0.077
H: -1.15769 -1.82647 -3.80761  0.089
H: 0.35944 -1.19189 -3.33670  0.081
H: -2.89971 0.87240 -0.58179  0.148
H: -1.41610 1.71258 -0.29530  0.115
H: 0.15547 -0.22263 0.88805  0.149
H: 1.41785 -0.06798 -1.85847  0.113
H: 2.22020 -0.09991 -0.32492  0.138
C: 0.57547 5.20702 1.15729  -0.048
C: 0.57856 4.66577 2.60152  -0.429
C: -0.76135 4.42482 3.30337  -0.307
F: -1.48724 5.55037 3.43125  0.103
F: -0.52246 3.95190 4.54818  0.101
F: 1.37092 5.44739 3.36892  0.130
F: 1.17903 3.44307 2.53943  0.102
O: 0.79063 6.59868 0.94826  0.042
C: -0.22207 7.53117 0.99560  -0.536
C: -0.03166 8.53813 2.13480  -0.288
F: 0.03921 7.92761 3.33019  0.104
F: -1.08666 9.38404 2.15620  0.100
F: -1.43785 6.95355 1.02170  0.152
F: -0.15357 8.23654 -0.15307  0.146
H: 1.43744 4.74834 0.69561  0.102
H: -0.28069 4.84574 0.58747  0.142
H: -1.34911 3.68035 2.75962  0.159
H: 0.88547 9.10968 1.97786  0.175
C: 5.01772 4.67192 2.89428  -0.029
C: 6.21291 3.72346 3.11477  -0.441
C: 7.61072 4.20338 2.71065  -0.309
F: 7.70351 4.46883 1.39504  0.100
F: 8.50509 3.22777 2.99170  0.098
F: 5.94559 2.52687 2.54955  0.133
F: 6.28147 3.51721 4.45922  0.107
O: 4.18403 4.48906 1.75292  0.035
C: 4.44499 5.04330 0.51958  -0.527
C: 4.69993 3.98292 -0.55552  -0.289
F: 5.72836 3.18415 -0.22845  0.112
F: 4.99624 4.59708 -1.72212  0.107
F: 5.42670 5.95809 0.57706  0.162
F: 3.31895 5.70964 0.16724  0.135
H: 4.34513 4.45408 3.72241  0.147
H: 5.30339 5.71608 3.01653  0.148
H: 7.88700 5.09799 3.27574  0.173
H: 3.81046 3.36687 -0.69052  0.148
C: -6.20408 -4.45988 -2.51824  -0.028
C: -6.56570 -5.22817 -3.80534  -0.442
C: -5.43091 -5.82650 -4.64348  -0.307
F: -4.58386 -4.88844 -5.10822  0.097
F: -5.96510 -6.45519 -5.71550  0.098
F: -7.36340 -4.45971 -4.57727  0.133
F: -7.31301 -6.29366 -3.40489  0.106
O: -6.16877 -3.03333 -2.54342  0.051
C: -5.05709 -2.31813 -2.91631  -0.543
C: -5.29458 -1.48011 -4.17583  -0.271
F: -5.66841 -2.22654 -5.22390  0.116
F: -4.12790 -0.85603 -4.49743  0.070
F: -3.96416 -3.09431 -3.02304  0.145
F: -4.80882 -1.43276 -1.92422  0.130
H: -7.02850 -4.67052 -1.83970  0.149
H: -5.31748 -4.87176 -2.03741  0.149
H: -4.86714 -6.55876 -4.05900  0.174
H: -6.06637 -0.73072 -3.99053  0.178
C: 2.63667 -6.18284 3.30781  -0.035
C: 2.28372 -6.90815 1.99391  -0.440
C: 0.92859 -6.61661 1.34376  -0.309
F: -0.10686 -6.95341 2.13621  0.097
F: 0.81956 -7.34854 0.20774  0.091
F: 2.45319 -8.23817 2.16050  0.130
F: 3.21442 -6.50491 1.08364  0.102
O: 2.47858 -6.86391 4.55065  0.043
C: 1.29136 -6.88892 5.25175  -0.542
C: 0.71830 -8.30521 5.37205  -0.291
F: 0.51022 -8.86008 4.16650  0.106
F: -0.46817 -8.24713 6.01944  0.098
F: 0.39731 -6.01568 4.75774  0.154
F: 1.57599 -6.48357 6.50808  0.142
H: 3.71341 -6.03383 3.24851  0.146
H: 2.20376 -5.18372 3.34247  0.145
H: 0.84973 -5.55796 1.08010  0.140
H: 1.40544 -8.93937 5.93607  0.174

## Properties
Lowest unoccupied orbital energy ... -1.148 eV
Gap between HOMO and LUMO ... 10.43 eV
Net charge ... 0

---

| no. | E (eV) |
| --- | --- |
| 1 | -62500.1406 |
| 2 | -7856.1684 |
| 3 | -105258.3863 |
| 4 | -8195.4311 |
| 5 | -142179.3295 |